Record 1
65
Properties=species:S:1:pos:R:3 method="wB97M-V/def2-TZVPD" homo_ev=-3.40 charge=-1 homo_lumo_gap_ha=0.19799 energy_ha=-2262.2448 fmax_ha_per_bohr=0.0648 spin_multiplicity=1
C -0.9036 0.6864 -3.0086
C -1.0701 -0.4265 -2.0232
C -2.1942 -0.6326 -1.2466
C -2.3324 -1.9070 -0.5437
O -1.3874 -2.7181 -0.4247
N -3.5396 -2.2993 0.0292
C -3.6235 -3.5906 0.6757
C -4.7571 -1.5247 0.1164
N -0.1005 -1.3949 -1.9918
N 1.0397 -1.1711 -1.4871
C 1.9434 -2.2810 -1.7238
N 2.9478 -2.1302 -0.7918
C 4.0897 -2.9008 -0.6245
C 4.7982 -2.7863 0.5934
C 5.9638 -3.5158 0.7980
C 6.4700 -4.3376 -0.2223
C 5.7782 -4.4364 -1.4400
C 4.5789 -3.7389 -1.6452
O 1.8290 -3.1272 -2.5925
H -1.8091 1.3055 -3.0635
H -0.0545 1.3407 -2.7603
H -0.7163 0.2863 -4.0181
H -2.9890 0.1040 -1.2436
H -2.7198 -4.1675 0.4703
H -3.7290 -3.4738 1.7635
H -4.5075 -4.1333 0.3152
H -4.7498 -0.6700 -0.5620
H -5.6138 -2.1715 -0.1290
H -4.9028 -1.1601 1.1453
H 2.7254 -1.4232 -0.0964
H 4.4085 -2.1173 1.3669
H 6.4790 -3.4425 1.7554
H 7.3975 -4.8928 -0.0613
H 6.1713 -5.0646 -2.2395
H 4.0126 -3.8255 -2.5753
F 5.6073 2.3100 1.5913
C 4.9494 1.9522 0.4501
F 5.5514 2.6137 -0.5795
F 5.2330 0.6119 0.2576
C 3.4684 2.1954 0.5304
C 2.7524 2.5065 -0.6207
C 1.3728 2.5486 -0.5708
C 0.6515 2.3181 0.6369
C -0.7656 2.2981 0.6058
S -1.7203 2.4626 2.0192
C -3.3924 2.8436 1.4722
C -3.8385 4.1652 1.5301
C -5.1654 4.4656 1.1987
C -6.0467 3.4478 0.8120
C -5.5923 2.1222 0.7536
C -4.2655 1.8207 1.0869
O -1.8899 1.1931 2.7056
O -1.3161 3.6270 2.7774
C 1.4402 2.1310 1.8133
C 2.8186 2.0552 1.7533
H 3.2803 2.7022 -1.5473
H 0.7995 2.7867 -1.4633
H -1.3113 2.3974 -0.3288
H -3.1531 4.9484 1.8493
H -5.5033 5.5020 1.2540
H -7.0824 3.6830 0.5507
H -6.2706 1.3163 0.4573
H -3.9129 0.7890 1.0626
H 0.9532 2.0348 2.7818
H 3.4153 1.8897 2.6460


Record 2
56
Properties=species:S:1:pos:R:3 method="wB97M-V/def2-TZVPD" homo_ev=-8.88 charge=+1 homo_lumo_gap_ha=0.13868 energy_ha=-1315.9669 fmax_ha_per_bohr=0.0606 spin_multiplicity=1
C 3.0153 4.8674 2.0516
N 2.4168 4.7007 0.7278
C 2.3329 5.8875 -0.1293
C 1.8952 3.4352 0.3087
C 0.5209 3.1653 0.4092
C 0.0039 1.9930 -0.0585
C 0.8294 1.0152 -0.6617
C 0.2801 -0.1565 -1.2420
C -1.0253 -0.2522 -1.7907
C -1.6621 -1.4366 -2.3179
C -1.3098 -2.7902 -2.2802
C -2.1288 -3.6997 -2.9033
C -3.2846 -3.2877 -3.5766
C -3.6517 -1.9644 -3.6159
C -2.8386 -1.0269 -2.9755
N -2.9363 0.3682 -2.8430
C -3.9360 1.2243 -3.4827
C -1.8554 0.8186 -2.1317
C 2.2243 1.2660 -0.6928
C 2.7367 2.4462 -0.2298
H 2.9804 3.9242 2.5928
H 4.0535 5.1785 1.9657
H 2.4690 5.6114 2.6269
H 1.8558 5.6307 -1.0730
H 1.7482 6.6701 0.3499
H 3.3284 6.2714 -0.3435
H -0.1199 3.8856 0.8863
H -1.0438 1.7801 0.0587
H 0.9361 -0.9959 -1.3932
H -0.4203 -3.0997 -1.7596
H -1.8850 -4.7483 -2.8689
H -3.9026 -4.0208 -4.0671
H -4.5461 -1.6452 -4.1207
H -4.6708 0.6244 -4.0150
H -4.4520 1.8252 -2.7350
H -3.4538 1.8917 -4.1963
H -1.6313 1.8562 -1.9644
H 2.8751 0.5463 -1.1585
H 3.7922 2.6489 -0.2885
C -0.6478 -4.5045 2.3369
Na 1.1814 -4.0436 1.0111
C -1.2953 -3.4814 1.4249
C -0.7602 -2.2244 1.5733
C 0.2898 -2.2831 2.6638
C 0.3437 -3.6544 3.1163
C 1.4140 -4.0645 3.9383
C 2.3050 -3.1001 4.4159
C 2.1947 -1.7660 4.0418
C 1.2213 -1.3469 3.1507
H -1.3628 -4.9952 3.0067
H -2.0858 -3.7275 0.7123
H -0.9783 -1.3565 0.9531
H 1.5095 -5.1089 4.2195
H 3.0889 -3.3919 5.0980
H 2.8742 -1.0355 4.4557
H 1.1674 -0.3238 2.8191


Record 3
59
Properties=species:S:1:pos:R:3 method="wB97M-V/def2-TZVPD" smiles="CCN1C(=O)C([C@@H](c2ccccc2)c2ccc(Oc3ccccc3)cc2)C(=O)N(CC)C1=S" homo_ev=-8.79 homo_lumo_gap_ha=0.32538 energy_ha=-1777.8849 fmax_ha_per_bohr=0.0744 spin_multiplicity=1
C 5.3031 -2.2927 4.4254
C 4.1684 -2.7573 3.7534
C 3.4349 -1.9036 2.9228
C 3.8647 -0.5817 2.7704
O 3.1674 0.3051 1.9341
C 1.8108 0.5821 2.1709
C 1.4505 1.4542 3.2056
C 0.1058 1.7797 3.3914
C -0.9041 1.2051 2.6204
C -2.3527 1.4065 3.0884
C -3.2849 0.1960 2.9541
C -4.6757 0.3779 3.0535
C -5.5124 -0.7227 3.2527
C -4.9772 -2.0134 3.3153
C -3.5939 -2.2020 3.2113
C -2.7502 -1.0977 3.0631
C -0.5248 0.3857 1.5524
C 0.8152 0.0423 1.3412
C 5.0370 -0.1214 3.3821
C 5.7301 -0.9740 4.2426
H 5.8571 -2.9612 5.0870
H 3.8335 -3.7885 3.8716
H 2.5405 -2.2390 2.3945
H 2.2157 1.8564 3.8720
H -0.1714 2.4537 4.2045
H -2.2064 1.3983 4.1816
H -5.1360 1.3677 2.9963
H -6.5833 -0.5580 3.3788
H -5.6240 -2.8690 3.5001
H -3.1490 -3.1938 3.2929
H -1.6652 -1.2254 3.0379
H -1.2795 -0.0244 0.8764
H 1.0992 -0.6551 0.5465
H 5.3615 0.9027 3.2019
H 6.6094 -0.6011 4.7701
C -2.5163 5.4034 -1.0892
C -3.5559 5.1138 -0.0417
N -3.0630 4.6227 1.3018
C -2.6384 3.2676 1.4168
O -2.0708 2.6786 0.5087
C -2.9126 2.6841 2.7820
C -2.3579 3.7196 3.7547
O -2.3039 3.5214 4.9690
N -1.8110 4.8878 3.2135
C -1.0922 5.7567 4.1951
C 0.3504 5.8449 3.8072
C -2.3090 5.4885 2.0713
S -1.9237 7.0428 1.6142
H -3.0237 5.8903 -1.9305
H -1.7405 6.0949 -0.7352
H -2.0644 4.4798 -1.4608
H -4.0915 6.0354 0.2026
H -4.2627 4.3531 -0.3871
H -4.0036 2.7528 2.9297
H -1.5873 6.7313 4.1710
H -1.2222 5.2743 5.1629
H 0.9130 6.3009 4.6294
H 0.7537 4.8416 3.6225
H 0.4595 6.4539 2.9037